Entry 1:
{"formula": "C38H37O3Si", "method": "the ωB97M-V functional and the def2-TZVPD basis", "elements": ["C", "O", "C", "C", "C", "C", "C", "C", "C", "C", "C", "O", "C", "C", "C", "C", "C", "H", "H", "H", "H", "H", "H", "H", "H", "H", "H", "H", "H", "H", "H", "H", "C", "C", "C", "C", "Si", "C", "C", "C", "C", "C", "C", "C", "C", "C", "C", "C", "C", "O", "C", "C", "C", "C", "C", "C", "C", "H", "H", "H", "H", "H", "H", "H", "H", "H", "H", "H", "H", "H", "H", "H", "H", "H", "H", "H", "H", "H", "H"], "xyz": [[-2.222, -6.025, -6.074], [-1.169, -5.230, -6.559], [-1.089, -3.973, -5.977], [-0.070, -3.101, -6.395], [0.046, -1.846, -5.869], [-0.846, -1.380, -4.878], [-0.723, -0.048, -4.434], [-1.547, 0.698, -3.569], [-1.155, 2.011, -3.229], [-1.887, 2.767, -2.358], [-3.053, 2.261, -1.759], [-3.748, 3.068, -0.870], [-4.897, 2.467, -0.326], [-3.467, 0.972, -2.124], [-2.764, 0.233, -3.026], [-1.810, -2.297, -4.404], [-1.952, -3.530, -4.964], [-2.173, -6.998, -6.562], [-2.123, -6.164, -4.997], [-3.177, -5.553, -6.307], [0.628, -3.452, -7.134], [0.832, -1.193, -6.206], [0.121, 0.485, -4.830], [-0.273, 2.422, -3.686], [-1.594, 3.776, -2.129], [-5.376, 3.181, 0.343], [-5.595, 2.202, -1.120], [-4.615, 1.579, 0.240], [-4.372, 0.564, -1.713], [-3.224, -0.663, -3.389], [-2.387, -2.087, -3.527], [-2.733, -4.175, -4.606], [2.207, 4.548, 2.702], [0.911, 4.092, 2.576], [0.643, 2.739, 2.642], [1.676, 1.844, 2.824], [1.331, 0.021, 2.846], [2.451, -0.802, 4.067], [2.884, -0.142, 5.198], [3.726, -0.784, 6.085], [4.125, -2.083, 5.843], [3.682, -2.740, 4.713], [2.842, -2.099, 3.823], [-0.421, -0.265, 3.360], [-0.747, -0.378, 4.695], [-2.061, -0.591, 5.061], [-3.042, -0.688, 4.095], [-2.709, -0.573, 2.761], [-1.395, -0.360, 2.391], [1.566, -0.675, 1.326], [1.948, 0.152, 0.290], [3.188, 0.223, -0.236], [3.272, 1.276, -1.299], [1.968, 2.081, -1.177], [1.035, 1.124, -0.418], [2.973, 2.295, 2.949], [3.237, 3.649, 2.890], [2.414, 5.605, 2.661], [0.105, 4.789, 2.425], [-0.368, 2.378, 2.548], [2.573, 0.874, 5.381], [4.075, -0.266, 6.961], [4.786, -2.582, 6.533], [3.993, -3.752, 4.519], [2.494, -2.600, 2.934], [0.025, -0.311, 5.444], [-2.315, -0.690, 6.103], [-4.067, -0.860, 4.384], [-3.469, -0.656, 2.004], [-1.122, -0.283, 1.351], [4.015, -0.356, 0.130], [4.169, 1.898, -1.188], [3.334, 0.803, -2.285], [2.137, 2.992, -0.592], [1.560, 2.391, -2.146], [0.395, 0.566, -1.109], [0.369, 1.639, 0.280], [3.773, 1.588, 3.098], [4.249, 4.000, 2.995]], "forces_ev_per_angstrom": [[-0.59, -0.63, 0.16], [0.74, 2.71, 0.82], [0.06, -1.14, -0.78], [0.17, -0.51, -0.33], [-0.15, -0.14, 0.02], [-0.01, 0.17, 0.28], [-0.56, -0.32, 0.22], [0.02, -0.23, -0.26], [-0.18, -0.02, 0.11], [-0.18, 0.52, 0.30], [-0.43, 0.95, 0.95], [1.88, -1.13, -1.94], [-0.73, -0.20, 0.45], [-0.47, 0.06, 0.42], [-0.06, 0.31, -0.14], [0.32, -0.15, 0.00], [-0.31, -0.54, -0.09], [0.14, 0.20, -0.05], [-0.07, -0.13, 0.01], [-0.12, -0.11, 0.03], [0.12, -0.06, -0.19], [0.16, 0.12, -0.16], [0.37, 0.23, -0.16], [0.24, 0.12, 0.00], [0.10, 0.20, 0.10], [0.22, 0.03, -0.12], [-0.13, 0.00, 0.07], [-0.12, -0.05, 0.10], [-0.17, -0.08, -0.06], [-0.08, -0.04, 0.10], [-0.09, -0.08, 0.00], [-0.04, -0.09, 0.20], [0.03, 0.21, -0.02], [-0.33, 0.19, -0.09], [-0.11, 0.40, -0.03], [-0.23, -1.10, -0.14], [0.15, -0.15, 0.27], [-0.52, 0.50, -0.93], [0.17, 0.04, 0.33], [0.04, 0.22, 0.29], [0.14, -0.10, 0.10], [0.03, -0.34, -0.13], [0.25, -0.43, 0.10], [0.93, 0.05, -0.56], [-0.23, -0.05, 0.26], [0.00, 0.02, 0.34], [-0.23, -0.03, 0.03], [-0.18, 0.03, -0.26], [-0.49, -0.07, -0.07], [-0.29, 0.82, -0.39], [1.75, 0.16, -0.49], [-1.29, 0.08, 0.91], [0.51, -0.06, -0.42], [0.00, -0.19, 0.39], [-0.87, -0.06, 0.30], [0.34, 0.32, -0.02], [0.38, 0.03, 0.06], [0.03, 0.15, -0.01], [-0.17, 0.20, 0.01], [-0.25, -0.01, 0.03], [0.00, 0.21, 0.09], [0.08, 0.08, 0.21], [0.09, -0.07, 0.09], [0.09, -0.23, 0.00], [0.02, -0.17, -0.14], [0.10, -0.03, 0.19], [-0.10, -0.02, 0.21], [-0.15, -0.03, 0.04], [-0.25, -0.05, -0.16], [0.00, -0.02, -0.25], [0.25, -0.18, -0.06], [-0.17, -0.07, -0.07], [0.13, 0.05, -0.10], [-0.04, -0.18, 0.01], [0.11, -0.09, 0.16], [-0.16, -0.07, -0.08], [0.01, 0.00, -0.08], [0.20, -0.07, 0.01], [0.21, 0.11, 0.02]], "e_lumo_ev": -5.34, "gap_ha": 0.1836, "charge": 1, "e_homo_ev": -10.34, "e_tot_ha": -1985.20807}

***

Entry 2:
{"formula": "C38H38Cl3N5OPdS2", "method": "the ωB97M-V functional and the def2-TZVPD basis", "elements": ["Pd", "C", "N", "C", "C", "C", "C", "C", "C", "C", "N", "C", "C", "C", "C", "C", "C", "N", "C", "C", "H", "H", "H", "H", "H", "H", "H", "H", "H", "H", "H", "H", "H", "H", "H", "H", "H", "H", "H", "H", "S", "C", "C", "C", "C", "C", "C", "H", "H", "H", "H", "H", "Cl", "C", "C", "C", "C", "C", "C", "N", "C", "C", "N", "C", "O", "C", "C", "C", "Cl", "S", "C", "C", "C", "Cl", "C", "H", "H", "H", "H", "H", "H", "H", "H", "H", "H", "H", "H", "H"], "xyz": [[-0.009, -0.078, -0.006], [2.643, -0.417, -1.339], [2.086, 0.083, -0.067], [2.623, -0.709, 1.070], [2.363, 1.524, 0.065], [3.664, 1.938, 0.275], [3.982, 3.283, 0.360], [2.957, 4.198, 0.180], [1.654, 3.780, -0.052], [1.304, 2.419, -0.077], [0.041, 1.881, -0.294], [-1.204, 2.480, -0.106], [-1.480, 3.842, 0.089], [-2.778, 4.319, 0.203], [-3.866, 3.465, 0.131], [-3.609, 2.114, -0.035], [-2.317, 1.639, -0.134], [-2.097, 0.190, -0.297], [-2.471, -0.225, -1.667], [-2.852, -0.603, 0.699], [3.725, -0.279, -1.358], [2.205, 0.133, -2.168], [2.425, -1.477, -1.436], [3.715, -0.698, 1.073], [2.277, -1.735, 0.966], [2.229, -0.292, 1.992], [4.451, 1.198, 0.372], [5.000, 3.602, 0.541], [3.162, 5.262, 0.214], [0.923, 4.540, -0.246], [-0.688, 4.556, 0.185], [-2.929, 5.381, 0.354], [-4.881, 3.830, 0.216], [-4.439, 1.416, -0.071], [-3.517, 0.025, -1.869], [-2.338, -1.301, -1.769], [-1.839, 0.289, -2.386], [-3.925, -0.566, 0.496], [-2.628, -0.213, 1.687], [-2.524, -1.638, 0.643], [-0.173, 0.537, 2.579], [-0.057, -0.447, 4.041], [1.141, -0.534, 4.769], [1.227, -1.265, 5.949], [0.121, -1.943, 6.447], [-1.074, -1.881, 5.737], [-1.159, -1.151, 4.556], [2.008, 0.004, 4.399], [2.168, -1.298, 6.491], [0.186, -2.505, 7.372], [-1.952, -2.400, 6.111], [-2.099, -1.106, 4.016], [1.997, -3.838, 5.316], [1.290, -4.599, 3.933], [2.005, -4.688, 2.753], [1.405, -5.289, 1.656], [0.110, -5.797, 1.699], [-0.477, -6.348, 0.418], [-1.562, -5.443, -0.156], [-0.965, -4.177, -0.569], [-0.548, -3.824, -1.839], [0.024, -2.597, -1.710], [-0.012, -2.214, -0.376], [-0.629, -3.182, 0.258], [-1.031, -7.643, 0.547], [-0.132, -8.670, 0.122], [0.069, -8.631, -1.365], [1.207, -8.250, -2.003], [2.699, -7.806, -1.277], [1.047, -8.228, -3.708], [-0.587, -8.730, -3.598], [-0.974, -8.906, -2.311], [-0.574, -5.701, 2.911], [-2.204, -6.286, 3.094], [0.004, -5.107, 4.022], [3.011, -4.292, 2.695], [1.956, -5.354, 0.722], [0.335, -6.360, -0.313], [-2.339, -5.252, 0.580], [-2.015, -5.928, -1.017], [-0.701, -4.466, -2.693], [0.448, -1.970, -2.472], [-0.811, -3.207, 1.325], [-0.598, -9.604, 0.423], [0.824, -8.582, 0.641], [-1.164, -8.878, -4.499], [-1.970, -9.218, -2.016], [-0.552, -5.033, 4.948]], "forces_ev_per_angstrom": [[0.25, 0.03, -1.24], [0.01, 0.05, 0.08], [-0.30, -0.16, 0.34], [0.16, 0.12, -0.12], [0.32, -0.43, 0.07], [0.17, 0.01, -0.03], [-0.08, -0.01, -0.03], [-0.08, -0.05, -0.02], [0.16, 0.17, -0.04], [-0.49, 0.29, -0.11], [-0.13, -0.09, 0.43], [0.58, 0.22, -0.05], [-0.12, 0.18, 0.03], [0.09, -0.07, -0.01], [0.08, 0.01, -0.01], [-0.17, -0.05, -0.02], [-0.33, -0.45, -0.04], [0.29, -0.17, 0.04], [-0.08, 0.03, 0.11], [-0.10, 0.16, -0.10], [0.09, 0.01, 0.00], [-0.05, 0.03, -0.03], [-0.02, -0.05, 0.02], [0.04, 0.00, -0.04], [-0.02, -0.06, -0.02], [-0.05, 0.03, 0.01], [-0.05, 0.02, 0.03], [-0.04, 0.00, 0.01], [-0.01, -0.04, -0.03], [0.05, 0.00, -0.01], [-0.05, 0.02, 0.03], [0.01, -0.01, 0.02], [0.04, -0.01, 0.01], [0.05, 0.03, 0.00], [-0.02, -0.01, 0.02], [0.04, 0.00, 0.01], [0.03, 0.04, -0.01], [-0.03, 0.00, -0.01], [0.05, 0.02, 0.04], [-0.04, -0.01, -0.04], [-0.07, -0.01, 0.87], [-0.09, -0.04, -0.15], [0.05, -0.06, 0.26], [-0.34, 0.74, -0.01], [-0.32, 0.46, 0.12], [0.11, 0.01, 0.01], [0.06, -0.07, -0.07], [-0.03, 0.00, 0.05], [-0.04, 0.04, -0.05], [-0.01, 0.02, -0.06], [0.03, 0.04, -0.03], [0.01, 0.02, 0.05], [0.43, -1.18, -0.56], [0.10, 0.04, 0.23], [0.00, -0.02, -0.21], [0.10, 0.07, 0.04], [0.14, -0.17, -0.03], [-0.04, -0.09, 0.12], [0.10, 0.16, 0.01], [-0.32, -0.28, -0.27], [0.00, -0.06, 0.16], [0.08, -0.22, 0.35], [-0.39, 0.46, -0.63], [0.28, 0.13, 0.56], [0.12, -0.10, -0.05], [-0.09, 0.09, -0.01], [-0.27, -0.01, 0.03], [0.05, -0.02, 0.00], [0.03, 0.02, 0.02], [0.09, 0.03, -0.16], [-0.06, -0.02, -0.10], [-0.02, 0.00, 0.19], [0.03, 0.10, 0.09], [0.05, 0.00, -0.08], [-0.10, -0.03, 0.06], [-0.05, -0.02, 0.00], [-0.02, -0.01, 0.05], [0.02, -0.03, -0.08], [-0.04, 0.02, 0.00], [0.02, 0.03, -0.10], [-0.01, 0.06, 0.10], [0.00, 0.05, -0.02], [-0.05, 0.09, -0.10], [-0.04, -0.06, 0.02], [0.06, 0.01, 0.05], [0.04, 0.01, 0.11], [0.12, 0.03, -0.03], [0.03, 0.03, -0.05]], "e_lumo_ev": 0.11, "gap_ha": 0.2145, "e_above_lowest_kcal_mol": 30.4, "e_homo_ev": -5.72, "e_tot_ha": -4124.65542}

***

Q: Number 2 is which compound?
A: C38H38Cl3N5OPdS2

***

Q: Which formula does entry 2 have?
A: C38H38Cl3N5OPdS2